DFT (ωB97M-V with the def2-TZVPD basis set) results for 3 unconnected molecules or ions with the total composition C19H36FNO4P in a non-equilibrium geometry.

```
62
Properties=species:S:1:pos:R:3
C -4.57954 0.60801 -0.84443
C -3.76924 0.07022 0.36003
P -2.47274 1.14944 1.05196
C -3.16922 2.79461 1.44925
C -2.60522 3.25198 2.82073
O -1.24279 1.34953 -0.11836
C -0.05912 0.79992 0.18394
O 0.91462 1.09028 -0.41546
C 0.05092 -0.26286 1.23821
C -0.18430 -1.58592 0.89536
C -0.07191 -2.56455 1.86185
N 0.26806 -2.26554 3.12571
C 0.33435 -3.32168 4.14498
C -1.01887 -3.97832 4.45386
C -2.21579 -3.03958 4.43741
F -0.88518 -4.48369 5.73082
C 0.55121 -0.99021 3.47049
C 0.45080 0.01849 2.53962
H -5.41584 1.19685 -0.48280
H -3.94728 1.18627 -1.50699
H -5.00076 -0.23601 -1.38055
H -4.42988 -0.14799 1.19536
H -3.25994 -0.84489 0.06439
H -4.25389 2.78696 1.48999
H -2.84348 3.53077 0.71727
H -2.39030 2.36295 3.40948
H -1.64562 3.73841 2.67856
H -3.30409 3.88597 3.34990
H -0.45127 -1.87280 -0.10945
H -0.24800 -3.60694 1.65166
H 1.05735 -4.07375 3.84612
H 0.68753 -2.88255 5.06979
H -1.21197 -4.82766 3.80217
H -2.15321 -2.26544 3.67806
H -3.11896 -3.60559 4.23900
H -2.32855 -2.60235 5.42554
H 0.83199 -0.77041 4.48548
H 0.65134 1.04180 2.80780
C 2.43744 4.90499 -2.47876
C 3.34617 3.72062 -2.77067
C 2.58775 2.59611 -3.45548
O 3.92815 3.24177 -1.55759
H 1.62569 4.60578 -1.80878
H 2.99405 5.69999 -1.98238
H 1.99973 5.30553 -3.39404
H 4.17414 4.04412 -3.40156
H 1.78234 2.22418 -2.81548
H 3.25179 1.75394 -3.65474
H 2.15407 2.93035 -4.39931
H 3.20823 2.94923 -0.98855
C 2.98800 -2.59333 -2.96057
C 2.11898 -2.48723 -4.20488
C 2.58191 -1.35349 -5.10417
O 0.75320 -2.28252 -3.82838
H 2.93267 -1.66867 -2.37715
H 2.64141 -3.40691 -2.32094
H 4.03151 -2.77499 -3.21858
H 2.14825 -3.42999 -4.75101
H 2.51100 -0.39844 -4.57593
H 1.95355 -1.27696 -5.99142
H 3.61508 -1.49123 -5.42467
H 0.71368 -1.44658 -3.35171
```

Summary:
HOMO   -0.42507 hartree
F_max   2.3 eV/Å
Total energy   -41966.7038 eV
Charge   +1
Spin multiplicity   1
Relative energy (zero: lowest compared OMol25 entry of this formula, charge and spin)   0.0000 eV